Record 1
# C22H17BiF6N2O2PS3

C22H17BiF6N2O2PS3 as an isolated structure (ωB97M-V with the def2-TZVPD basis set, OMol25).

The geometry in XYZ format:
```
54
Properties=species:S:1:pos:R:3:forces:R:3:mulliken_spin:R:1
Bi -0.562381 -1.034458 0.374405 0.1 -0.1 0.0 0.013
S -0.941034 -3.224824 2.292073 0.0 0.0 0.0 0.573
C -2.566911 -2.885506 2.597410 -0.1 0.0 0.0 0.048
C -3.398957 -3.955715 3.028040 0.0 0.0 0.0 0.085
C -4.725578 -3.764953 3.286712 0.0 0.0 0.0 -0.037
C -5.283240 -2.486878 3.123270 0.0 0.0 0.0 0.153
C -4.509655 -1.425474 2.707659 0.0 0.0 0.0 -0.061
C -3.147459 -1.585698 2.439953 0.0 0.0 0.0 0.137
S -2.266121 -0.146457 2.002740 0.0 0.0 0.0 0.065
H -2.947682 -4.933668 3.124297 0.0 0.0 0.0 -0.002
H -5.346311 -4.593369 3.598578 0.0 0.0 0.0 0.000
H -6.337527 -2.332526 3.312030 0.0 0.0 0.0 0.009
H -4.955380 -0.450061 2.568058 0.0 0.0 0.0 0.000
C 2.908068 2.448541 -5.664229 0.0 0.0 0.0 0.000
C 2.009581 2.315237 -4.467064 0.0 0.0 0.0 0.000
C 1.755059 3.399132 -3.635397 0.0 0.0 0.0 0.000
C 0.919557 3.274175 -2.534706 0.0 0.0 0.0 0.000
C 0.340617 2.046366 -2.265120 0.0 -0.1 0.0 0.000
C 0.565920 0.947765 -3.089462 0.0 0.0 0.0 0.002
C 1.398798 1.091954 -4.181895 0.0 0.0 0.0 0.001
S -0.673337 1.840173 -0.840549 0.0 0.0 -0.1 0.002
O -1.137896 3.127038 -0.418886 0.0 0.0 0.0 0.000
O -1.628003 0.776912 -1.144849 0.0 0.0 0.0 -0.001
N 0.220115 1.094335 0.267071 0.0 0.0 0.0 0.006
C 1.229125 1.630173 1.042084 0.0 0.0 -0.1 0.001
C 1.656060 2.936640 1.055269 0.0 0.0 0.0 0.000
C 2.725571 3.330351 1.885118 0.0 0.0 0.0 0.000
C 3.365087 2.440219 2.698591 0.0 0.0 0.0 0.000
C 2.943945 1.090005 2.717750 0.0 0.0 0.0 0.001
C 3.553113 0.102101 3.521039 0.0 0.0 0.0 0.001
C 3.102214 -1.185671 3.479500 0.0 0.0 0.0 -0.011
C 2.018361 -1.494894 2.640498 0.0 0.0 0.0 0.008
N 1.420214 -0.601422 1.885997 0.0 0.0 0.0 -0.007
C 1.872607 0.687670 1.897557 0.0 0.0 0.0 0.004
H 3.333473 3.448462 -5.733517 0.0 0.0 0.0 0.000
H 2.357628 2.249056 -6.584867 0.0 0.0 0.0 0.000
H 3.728579 1.731302 -5.613831 0.0 0.0 0.0 0.000
H 2.208549 4.357792 -3.855377 0.0 0.0 0.0 0.000
H 0.699438 4.123642 -1.902061 0.0 0.0 0.0 0.000
H 0.067021 0.005518 -2.898267 0.0 0.0 0.0 -0.002
H 1.568779 0.244204 -4.834577 0.0 0.0 0.0 0.000
H 1.153898 3.668457 0.439399 0.0 0.0 0.0 0.000
H 3.038065 4.366199 1.869856 0.0 0.0 0.0 0.000
H 4.187662 2.746718 3.331250 0.0 0.0 0.0 0.000
H 4.380698 0.380625 4.162078 0.0 0.0 0.0 0.000
H 3.551702 -1.966046 4.076114 0.0 0.0 0.0 0.000
H 1.634802 -2.505472 2.597096 0.0 0.0 0.0 0.008
F -2.365799 -2.690020 -0.452440 -0.1 0.1 0.0 0.005
P -2.242205 -3.076683 -2.098843 0.1 0.0 0.0 0.000
F -1.240107 -4.256299 -1.670561 0.0 0.0 0.0 0.001
F -0.918349 -2.051250 -2.134896 -0.1 0.0 0.0 0.002
F -3.174585 -1.819997 -2.410065 0.0 0.0 0.0 0.000
F -2.045456 -3.397139 -3.640542 0.0 0.0 0.0 0.000
F -3.500334 -4.036279 -1.949490 0.0 0.0 0.0 0.000
```
Positions in Å, forces in eV/Å.

Computed properties:
* Kohn-Sham gap (spin up / spin down): 7.75 / 5.72 eV
* largest force on an atom: 0.148 eV/Å
* DFT total energy: -3458.522859 Eh
* spin multiplicity: 2

Record 2
# C2H3O2

An isolated ion of composition C2H3O2 and charge -1 at a distorted geometry (ωB97M-V with the def2-TZVPD basis set, OMol25).

The geometry in XYZ format:
```
7
Properties=species:S:1:pos:R:3:forces:R:3:lowdin_charge:R:1
C -0.260133 0.020165 -0.024354 -0.3 -0.7 2.3 -0.111
C -1.693960 -0.369166 -0.074942 -5.4 4.2 2.7 -0.551
O -2.257041 -1.193311 -0.776879 1.2 0.5 0.8 -0.051
O -2.535469 0.772168 0.836670 3.3 -4.5 -3.3 -0.501
H 0.323631 -0.932675 0.178835 -0.3 1.2 0.3 0.075
H -0.314552 0.868471 0.795897 0.9 -1.7 -2.0 0.098
H -0.068444 0.227215 -1.048917 0.7 1.0 -0.8 0.041
```
Positions in Å, forces in eV/Å.

Computed properties:
* Kohn-Sham gap: 7.38 eV
* ΔE to the lowest compared entry with this formula, charge and spin: 64.43 kcal per mole
* structure (SMILES): CC(=O)[O-]
* largest force on an atom: 7.387 eV/Å
* net charge: -1
* DFT total energy: -228.441811 Eh

Record 3
# C30H24NNiP2Se2Te3

C30H24NNiP2Se2Te3 as an isolated structure (ωB97M-V with the def2-TZVPD basis set, OMol25).

The geometry in XYZ format:
```
63
Properties=species:S:1:pos:R:3:forces:R:3:lowdin_charge:R:1
Ni -0.213444 0.302394 -0.507259 -0.1 -0.2 0.2 -0.827
Te -4.648662 0.725600 -1.490426 -0.1 -0.3 0.2 1.251
C -6.117191 -0.417644 -0.448321 0.0 0.0 -0.1 -0.557
C -6.839857 0.122692 0.607657 0.0 0.0 0.0 -0.140
C -7.688911 -0.698604 1.337645 0.0 0.1 0.0 -0.169
N -7.864166 -1.992753 1.090494 0.0 0.0 0.0 0.042
C -7.171487 -2.504863 0.073379 0.0 -0.1 0.0 -0.169
C -6.301088 -1.771305 -0.715130 0.1 0.0 0.0 -0.144
C -3.017999 -0.266419 -0.704497 0.1 0.6 -0.2 -0.960
P -1.654863 -0.806055 -1.679149 -0.6 0.1 0.5 0.787
C -1.472598 -2.615141 -1.484072 0.1 0.0 -0.1 -0.351
C -0.380808 -3.268099 -2.051859 0.0 0.0 0.0 -0.111
C -0.198640 -4.624602 -1.852340 0.0 -0.1 0.0 -0.091
C -1.103936 -5.340791 -1.076458 0.0 0.0 0.0 -0.099
C -2.189297 -4.694821 -0.506592 0.0 0.0 0.0 -0.082
C -2.372396 -3.332152 -0.707036 -0.1 0.1 0.0 -0.084
C -2.090025 -0.645694 -3.437281 0.3 0.0 -0.1 -0.369
C -2.995753 -1.544724 -4.000237 0.1 0.0 0.0 -0.106
C -3.388253 -1.404168 -5.320013 0.0 0.0 0.0 -0.088
C -2.880338 -0.367566 -6.091337 0.0 0.0 0.0 -0.094
C -1.980881 0.530623 -5.538694 0.0 0.0 0.0 -0.079
C -1.583786 0.388331 -4.216302 -0.1 0.0 0.1 -0.098
P -2.092054 0.356468 0.691949 -0.4 -0.3 -0.4 0.839
C -2.448795 -0.787914 2.072568 0.1 0.2 0.1 -0.345
C -1.504214 -0.958744 3.079433 0.1 0.0 0.0 -0.092
C -1.761704 -1.805236 4.148386 0.0 0.0 0.0 -0.088
C -2.963351 -2.495280 4.212686 0.0 0.0 0.0 -0.099
C -3.906484 -2.341377 3.203433 0.0 0.0 0.0 -0.082
C -3.647796 -1.493315 2.138245 0.1 0.0 0.0 -0.102
C -2.832763 1.923865 1.238059 0.2 0.1 0.1 -0.370
C -2.483049 3.066166 0.518556 0.0 0.0 0.0 -0.123
C -3.036672 4.293240 0.838828 0.0 0.0 0.0 -0.080
C -3.936916 4.396531 1.891724 0.0 0.0 0.0 -0.098
C -4.272764 3.267647 2.624987 0.0 0.0 0.0 -0.097
C -3.722028 2.034354 2.301684 0.0 -0.1 0.0 -0.088
H -6.721971 1.163689 0.882023 0.0 0.0 0.0 0.085
H -8.248583 -0.293250 2.175070 0.0 0.0 0.0 0.097
H -7.322418 -3.562519 -0.119291 0.0 0.0 0.0 0.097
H -5.752173 -2.254073 -1.514374 0.0 0.0 0.0 0.088
H 0.338108 -2.704537 -2.636969 0.0 0.0 0.0 0.107
H 0.658156 -5.124588 -2.286739 0.0 0.0 0.0 0.099
H -0.952691 -6.399723 -0.907524 0.0 0.0 0.0 0.094
H -2.891272 -5.246720 0.106404 0.0 0.0 0.0 0.099
H -3.205196 -2.803369 -0.253222 0.1 0.0 0.0 0.076
H -3.394980 -2.351065 -3.397224 0.0 0.0 0.0 0.104
H -4.094581 -2.103984 -5.748839 0.0 0.0 0.0 0.100
H -3.189035 -0.260187 -7.123645 0.0 0.0 0.0 0.097
H -1.587291 1.345428 -6.132530 0.0 0.0 0.0 0.104
H -0.898253 1.104586 -3.780688 0.0 0.0 0.0 0.024
H -0.552325 -0.443453 3.008370 0.0 0.0 0.0 0.084
H -1.019261 -1.933733 4.926132 0.0 0.0 0.0 0.098
H -3.161758 -3.162588 5.042584 0.0 0.0 0.0 0.094
H -4.842360 -2.886193 3.242246 0.0 0.0 0.0 0.100
H -4.371005 -1.376362 1.342016 -0.1 0.0 -0.1 0.076
H -1.768150 2.998949 -0.297219 0.0 0.0 0.0 0.036
H -2.754943 5.167993 0.266367 0.0 0.0 0.0 0.104
H -4.372868 5.355691 2.142980 0.0 0.0 0.0 0.094
H -4.965018 3.344210 3.454853 0.0 0.0 0.0 0.096
H -3.993677 1.158368 2.877297 0.0 0.0 0.0 0.099
Se 0.362740 3.954470 -2.186622 -0.1 0.0 0.0 -0.334
Te 1.219000 1.698481 -1.963003 0.3 0.0 -0.1 0.303
Te 1.711333 1.256510 0.725029 -0.1 0.0 0.0 0.366
Se 1.588140 -1.202073 0.384501 0.3 -0.1 0.0 -0.125
```
Positions in Å, forces in eV/Å.

Computed properties:
* Kohn-Sham gap (spin up / spin down): 5.82 / 5.82 eV
* ΔE to the lowest compared entry with this formula, charge and spin: 21.18 kcal per mole
* largest force on an atom: 0.776 eV/Å
* net charge: -1
* DFT total energy: -9010.398472 Eh

Record 4
# C5H8O

A single C5H8O molecule (ωB97M-V with the def2-TZVPD basis set, OMol25).

The geometry in XYZ format:
```
14
Properties=species:S:1:pos:R:3:forces:R:3:lowdin_charge:R:1
O -0.214031 1.036497 1.703269 -0.1 -0.1 0.0 -0.007
C 0.804074 0.194533 1.247607 0.2 -0.3 -0.1 -0.322
C 0.422682 -0.960879 0.387929 0.0 -0.3 0.0 -0.168
C -0.691472 -0.579781 -0.602595 -0.1 -0.1 0.0 -0.135
C 0.151804 0.623811 -1.098372 0.0 0.1 -0.1 -0.128
C 1.276507 0.188506 -0.165931 0.3 0.2 -0.1 -0.160
H -0.944548 0.415573 1.809377 -0.2 0.5 0.2 0.095
H 1.594800 0.026644 1.981145 -0.2 -0.1 -0.1 0.148
H 0.690832 -1.978591 0.651855 0.1 0.1 -0.1 0.127
H -1.701156 -0.359527 -0.228844 0.2 -0.1 0.1 0.102
H -0.772886 -1.348325 -1.375065 0.0 0.1 0.1 0.107
H 0.410365 0.568196 -2.158276 -0.1 0.0 0.2 0.106
H -0.258544 1.612830 -0.872398 0.1 -0.2 -0.1 0.107
H 2.331895 0.145599 -0.413656 -0.1 0.2 0.1 0.130
```
Positions in Å, forces in eV/Å.

Computed properties:
* Kohn-Sham gap: 10.61 eV
* ΔE to the lowest compared entry with this formula, charge and spin: 47.77 kcal per mole
* structure (SMILES): O[C@H]1[C@H]2CC[C@@H]12
* largest force on an atom: 0.615 eV/Å
* DFT total energy: -270.481768 Eh

- Number 3 is which compound?
  C30H24NNiP2Se2Te3